ORCA calculation (wB97M-V/def2-TZVPD) on a structure of composition C51H60N8O4P3PbS2.

Its charge is -1. As for the orbital gap: 6.6 eV. The calculation puts the relative energy (zero: lowest compared OMol25 entry of this formula, charge and spin) at 2.516 eV.

Structure (XYZ):
```
129
Properties=species:S:1:pos:R:3:forces:R:3:lowdin_charge:R:1
Pb -0.64032 -0.53918 0.78261 0.0958 0.0271 -0.2192 0.9896
C 2.20797 -1.27536 2.53446 -0.1215 -0.0625 -0.2777 -0.3134
P 1.15680 0.28343 2.73611 0.4563 -0.9375 0.2385 0.8831
C 2.57583 1.41405 2.54980 -0.2683 0.2984 0.0359 -0.3483
C 2.83840 1.90811 1.27535 -0.0243 -0.0707 -0.0037 -0.0974
C 3.90124 2.77497 1.06094 0.0449 -0.0213 0.0020 -0.0931
C 4.71414 3.15343 2.12055 -0.0271 -0.0405 -0.0050 -0.1022
C 4.45578 2.66056 3.39401 0.0149 -0.0255 -0.0142 -0.0856
C 3.39253 1.79550 3.60984 -0.0063 0.0142 -0.0454 -0.0767
C 0.62520 -0.09939 4.44917 0.0724 0.1728 0.0972 -0.3592
C -0.72861 0.01423 4.76556 -0.0184 -0.0623 0.0048 -0.1232
C -1.20323 -0.37677 6.00518 0.0592 -0.0206 0.0040 -0.0810
C -0.32265 -0.86782 6.96354 -0.0035 0.0101 -0.0171 -0.0972
C 1.02389 -0.98545 6.66143 0.0189 0.0056 -0.0020 -0.0902
C 1.49277 -0.61493 5.40470 -0.0048 -0.0269 -0.0325 -0.0981
C 2.35815 -1.72102 1.11092 -0.0224 0.1660 -0.1408 -0.4121
C 3.44560 -2.35886 0.55347 0.0152 -0.0177 0.0459 -0.0761
C 3.06204 -2.75635 -0.74443 0.0545 0.0341 -0.1373 -0.0930
C 1.76905 -2.32039 -0.94174 0.0342 0.0605 0.2133 -0.4148
C 0.94675 -2.60897 -2.15197 -0.0561 0.4568 -0.0623 -0.3343
P 1.03461 -1.52503 -3.69585 0.0637 -0.1503 0.2435 0.7987
C 2.75940 -0.89040 -3.67662 -0.0035 -0.1650 0.1111 -0.4304
C 3.27089 -0.03048 -2.70521 0.0280 0.0082 0.0062 -0.1017
C 4.60986 0.32665 -2.71695 -0.0451 -0.0215 0.0159 -0.0739
C 5.45676 -0.16994 -3.70088 -0.0064 -0.0191 -0.0054 -0.0943
C 4.96002 -1.02215 -4.67596 -0.0193 0.0324 0.0097 -0.1000
C 3.61651 -1.37900 -4.66013 -0.0267 -0.0005 -0.0090 -0.1227
C -0.07874 1.14511 -4.51176 -0.0638 -0.1891 0.0385 -0.5776
C 0.19250 0.64790 -5.78557 -0.0099 0.0782 -0.0341 -0.1304
C 0.10274 1.48265 -6.89188 0.0041 0.0233 0.0363 -0.0911
C -0.24532 2.81787 -6.74614 -0.0041 0.0033 -0.0070 -0.1031
C -0.51306 3.31184 -5.47689 -0.0116 0.0453 0.0150 -0.0948
C -0.43898 2.48034 -4.37000 0.0333 0.0972 -0.1969 -0.1447
N 1.32594 -1.66345 0.19454 0.1647 -0.1094 -0.0023 -0.1225
H 1.72461 -2.06765 3.11185 -0.0196 0.0162 -0.0002 0.0463
H 3.20597 -1.12176 2.95140 -0.0205 -0.0007 0.0552 0.0822
H 2.19652 1.61968 0.44837 0.0280 0.0198 0.0052 0.0947
H 4.09095 3.15790 0.06416 -0.0054 -0.0136 0.0164 0.0973
H 5.54526 3.82830 1.95644 -0.0150 0.0077 0.0049 0.0934
H 5.08461 2.95515 4.22593 -0.0262 0.0048 -0.0080 0.0983
H 3.18574 1.43457 4.61002 -0.0155 0.0403 -0.0025 0.0995
H -1.41208 0.41238 4.02604 0.0219 0.0229 0.0477 0.0921
H -2.26202 -0.30388 6.22338 0.0121 0.0204 -0.0169 0.1027
H -0.68811 -1.16135 7.94043 -0.0002 -0.0056 -0.0083 0.0944
H 1.71411 -1.37950 7.39801 0.0009 0.0189 -0.0092 0.0956
H 2.54059 -0.75372 5.16639 -0.0110 0.0046 0.0322 0.0962
H 4.38512 -2.55340 1.05033 -0.0235 0.0091 -0.0062 0.0890
H 3.65855 -3.29555 -1.46780 -0.0186 0.0037 0.0002 0.0963
H -0.11596 -2.70214 -1.91311 -0.0659 0.0114 -0.1183 0.0440
H 1.25574 -3.56821 -2.56968 -0.0217 -0.0985 0.0780 0.0713
H 2.62134 0.36055 -1.93302 -0.0454 -0.0508 0.0453 0.0806
H 4.99320 0.97542 -1.93815 0.0086 -0.0080 -0.0340 0.0992
H 6.50537 0.10258 -3.70309 -0.0169 0.0108 -0.0031 0.0969
H 5.61410 -1.40478 -5.45018 -0.0101 -0.0107 0.0166 0.0949
H 3.22555 -2.04946 -5.41919 0.0135 0.0161 0.0051 0.0902
H 0.47937 -0.38703 -5.91516 -0.0289 0.0126 -0.0151 0.0506
H 0.31476 1.08384 -7.87685 0.0062 -0.0073 0.0245 0.1003
H -0.30345 3.46652 -7.61125 0.0086 -0.0059 0.0185 0.0955
H -0.77248 4.35569 -5.34081 -0.0332 -0.0268 -0.0090 0.1015
H -0.66692 2.85976 -3.38779 0.0349 0.1450 0.2814 0.0899
N -3.10207 -2.15181 -0.80023 -0.0302 0.0139 0.2064 0.0011
N -3.30539 -1.49316 -2.03397 -0.1091 0.0021 0.0741 -0.1331
C -2.82644 -1.96713 -3.16643 0.0552 -0.0377 -0.1596 -0.2303
N -2.95075 -1.10855 -4.19340 -0.1426 -0.1596 0.0317 0.0331
S -0.03318 0.18342 -3.01633 0.1804 0.0851 0.1019 0.6376
H -2.47917 -2.93027 -0.98930 0.0647 0.0093 -0.0462 0.0619
H -3.98217 -2.55030 -0.48863 -0.0475 -0.0891 -0.0507 0.0808
H -3.65205 -0.54856 -1.90098 0.1367 0.1027 -0.0154 0.1104
H -3.23624 -0.14144 -4.08784 0.0314 0.0503 -0.0113 0.0650
H -2.50854 -1.34424 -5.06085 0.0202 0.0107 -0.0279 0.0664
O 0.26086 4.03380 4.86989 -0.1268 -0.1221 -0.2250 -0.0180
C 0.17577 3.14089 4.06344 0.2327 0.0285 0.1238 -0.5436
N 0.09673 2.25738 3.27193 -0.2617 0.6324 -0.1685 0.0022
O -1.65990 2.23710 0.18648 0.1902 0.2914 -0.0630 -0.4016
P -2.16656 3.60211 -0.09439 -0.1882 -0.1987 -0.1548 0.5521
N -3.22866 3.57645 -1.38195 0.1187 -0.1239 -0.2308 -0.1821
C -3.35668 4.65789 -2.35795 -0.1087 -0.1164 0.0352 -0.2194
C -4.31776 4.08096 -3.39102 0.0363 -0.0460 0.0127 -0.1645
C -3.88517 2.61517 -3.45139 -0.0643 0.0345 0.0457 -0.1756
C -3.59122 2.27690 -1.98766 -0.1353 0.1513 0.0479 -0.1981
N -3.06696 4.27904 1.12207 -0.0331 -0.0919 -0.0546 -0.1981
C -2.63996 4.04222 2.52369 0.0140 0.1074 -0.0080 -0.1778
C -3.92662 4.19990 3.34336 -0.0108 0.0800 -0.0601 -0.1591
C -4.84595 5.01529 2.43032 0.0411 -0.0579 0.0281 -0.1799
C -4.51999 4.45503 1.05252 0.0342 -0.0269 0.0843 -0.2120
N -0.96805 4.69542 -0.49600 0.1581 -0.0071 0.3658 -0.1677
C -1.22359 6.15024 -0.41956 0.0029 -0.0780 -0.0823 -0.2069
C 0.14908 6.77884 -0.17818 -0.0040 -0.0152 -0.0023 -0.1749
C 0.89884 5.69192 0.58294 0.0902 -0.0204 -0.1008 -0.1692
C 0.44859 4.42214 -0.12584 -0.1646 0.0179 -0.1310 -0.1840
H -2.39236 4.89237 -2.82303 0.0577 0.0464 -0.0086 0.1013
H -3.74064 5.57008 -1.89304 0.0059 -0.0152 -0.0051 0.1044
H -4.25347 4.59239 -4.35145 -0.0208 -0.0046 -0.0027 0.1083
H -5.34415 4.15208 -3.02144 0.0096 0.0263 -0.0267 0.1125
H -2.97458 2.52316 -4.04739 -0.0780 -0.0137 -0.0151 0.0840
H -4.65228 1.96731 -3.87921 0.0294 -0.0064 -0.0151 0.1077
H -2.78388 1.55166 -1.87152 0.0495 0.0263 0.0154 0.0737
H -4.48571 1.87297 -1.49578 0.0359 -0.0126 0.0009 0.1130
H -1.88532 4.77643 2.81949 -0.0028 0.0186 -0.0052 0.1096
H -2.18786 3.05691 2.63609 0.0259 0.0426 -0.0089 0.0798
H -3.73700 4.68640 4.29901 -0.0052 -0.0521 0.0194 0.1093
H -4.37394 3.22364 3.54193 0.0217 -0.0009 -0.0030 0.1104
H -4.57074 6.07243 2.47096 -0.0271 0.0054 -0.0133 0.1094
H -5.90274 4.91852 2.67971 0.0006 0.0156 0.0132 0.1056
H -4.79825 5.12638 0.23986 0.0029 0.0143 -0.0066 0.1001
H -5.04538 3.50302 0.90016 0.0007 0.0046 -0.0257 0.1154
H -1.91343 6.36966 0.40075 0.0055 -0.0067 0.0163 0.1061
H -1.67091 6.52140 -1.34474 -0.0124 0.0009 0.0386 0.0903
H 0.07146 7.71895 0.36842 0.0170 0.0019 -0.0240 0.1068
H 0.64356 6.97707 -1.13352 -0.0104 0.0050 0.0238 0.1085
H 0.58686 5.67764 1.62418 -0.0457 -0.0712 0.1821 0.1128
H 1.98205 5.81160 0.55082 -0.0118 0.0000 0.0403 0.1088
H 0.52111 3.53201 0.49176 -0.0225 -0.0683 0.0767 0.0848
H 1.04792 4.27528 -1.03093 -0.0469 -0.0837 -0.0316 0.1125
O -6.44604 -2.42015 6.46472 -0.0073 -0.0089 -0.0034 0.0980
C -6.29381 -1.95825 5.19519 0.0220 0.0116 0.0488 -0.4886
O -7.23213 -1.43404 4.65826 -0.0199 0.0204 -0.0613 0.0987
C -4.95914 -2.13548 4.56657 0.0159 -0.0377 0.0090 -0.1588
C -3.94262 -2.93181 5.09776 -0.0089 -0.0362 0.0128 -0.0437
C -2.73209 -3.07190 4.44887 0.0238 0.0406 -0.0545 -0.1230
C -2.47769 -2.41418 3.23555 -0.1164 0.0746 -0.0007 -0.6905
S -0.93094 -2.63630 2.45717 -0.0935 -0.0817 -0.0856 0.5337
C -3.50347 -1.60978 2.71060 0.0569 -0.0315 0.0496 -0.1274
C -4.71581 -1.48261 3.35960 -0.0183 0.0256 -0.0488 -0.0173
H -5.60372 -2.75124 6.79266 0.0409 -0.0025 0.0171 0.0773
H -4.07894 -3.48012 6.02587 0.0180 -0.0133 -0.0174 0.1063
H -1.94843 -3.68565 4.87413 -0.0260 -0.0004 0.0284 0.1013
H -3.33949 -1.09262 1.77267 -0.0583 -0.0125 -0.0011 0.0452
H -5.50949 -0.87710 2.93989 0.0381 0.0231 -0.0002 0.1183
```
Positions in Å, forces in eV/Å.